{
  "formula": "C19H18Cl4N6O5PSSn",
  "method": "ωB97M-V/def2-TZVPD",
  "homo_ev": -4.35,
  "total_charge": -1,
  "total_energy_ha": -4234.34402,
  "de_lowest_kcal_mol": 11.6,
  "homo_lumo_gap_ha": 0.2416,
  "largest_force_ev_per_a": 0.45,
  "symbols": ["Sn", "C", "N", "C", "C", "N", "C", "P", "C", "N", "C", "C", "N", "C", "C", "N", "C", "C", "N", "C", "H", "H", "H", "H", "H", "H", "H", "H", "H", "H", "H", "H", "H", "H", "H", "Cl", "C", "C", "Cl", "C", "Cl", "C", "O", "C", "O", "C", "Cl", "C", "S", "O", "O", "O", "H", "H", "H"],
  "positions_angstrom": [[-1.162, -1.428, 0.424], [3.707, 1.687, 0.118], [2.850, 0.748, 0.813], [3.248, -0.463, 1.317], [2.141, -1.013, 1.889], [1.073, -0.171, 1.737], [1.517, 0.868, 1.071], [0.510, 2.301, 0.538], [-0.863, 2.137, 1.702], [-1.632, 1.086, 1.823], [-2.493, 1.339, 2.851], [-2.240, 2.589, 3.351], [-1.201, 3.098, 2.615], [-0.595, 4.405, 2.794], [-0.244, 1.618, -0.985], [-1.283, 0.813, -1.069], [-1.405, 0.483, -2.392], [-0.432, 1.103, -3.119], [0.300, 1.837, -2.223], [1.445, 2.656, -2.576], [4.669, 1.750, 0.625], [3.859, 1.376, -0.913], [3.247, 2.673, 0.133], [4.259, -0.815, 1.205], [2.033, -1.965, 2.382], [-3.211, 0.600, 3.173], [-2.688, 3.150, 4.153], [-1.163, 4.945, 3.548], [0.438, 4.316, 3.130], [-0.614, 4.973, 1.866], [-2.163, -0.203, -2.734], [-0.174, 1.065, -4.164], [1.195, 3.286, -3.430], [1.696, 3.299, -1.737], [2.301, 2.029, -2.825], [-0.061, -3.359, -6.259], [0.186, -2.727, -4.661], [1.340, -2.029, -4.359], [2.555, -1.760, -5.571], [1.515, -1.518, -3.063], [2.974, -0.638, -2.659], [0.552, -1.665, -2.067], [0.650, -1.155, -0.873], [-0.634, -2.407, -2.377], [-1.513, -2.554, -1.426], [-0.786, -2.919, -3.665], [-2.246, -3.798, -4.008], [-3.056, -4.520, 3.354], [-2.327, -2.922, 3.148], [-2.131, -2.382, 4.478], [-1.068, -3.174, 2.410], [-3.281, -2.171, 2.329], [-2.407, -5.116, 3.994], [-3.156, -4.980, 2.372], [-4.032, -4.380, 3.815]],
  "forces_ev_per_a": [[0.1, 0.1, -0.3], [-0.1, -0.1, 0.0], [0.1, 0.1, -0.1], [0.0, 0.1, 0.0], [-0.2, 0.0, 0.0], [0.1, -0.3, 0.1], [0.0, 0.1, 0.1], [0.1, 0.0, -0.1], [0.0, 0.1, -0.1], [-0.3, -0.1, 0.3], [0.2, 0.1, -0.1], [0.0, 0.0, 0.0], [0.0, 0.1, 0.0], [0.0, -0.1, 0.0], [0.1, 0.2, -0.1], [-0.1, 0.1, -0.3], [-0.2, 0.3, -0.1], [-0.1, 0.1, 0.1], [0.0, 0.0, 0.1], [0.0, 0.0, 0.0], [0.0, 0.0, 0.0], [0.0, 0.0, -0.1], [0.0, 0.0, 0.0], [0.0, 0.0, 0.0], [0.0, 0.0, 0.0], [0.0, 0.0, 0.0], [0.0, 0.0, 0.0], [0.0, 0.0, 0.0], [0.0, 0.0, 0.0], [0.0, 0.0, 0.0], [0.0, 0.0, 0.0], [0.0, 0.0, 0.0], [0.0, 0.0, 0.0], [0.0, 0.0, 0.0], [-0.1, 0.0, 0.0], [0.0, 0.0, 0.1], [0.0, 0.0, 0.0], [0.0, 0.1, 0.1], [0.0, 0.0, 0.0], [0.1, -0.1, 0.1], [-0.2, -0.1, 0.0], [0.2, -0.1, 0.0], [0.3, -0.3, 0.0], [0.2, -0.2, -0.2], [-0.2, 0.0, 0.0], [-0.1, 0.0, 0.1], [0.1, 0.1, 0.0], [0.0, -0.2, 0.0], [0.2, 0.3, -0.3], [0.0, -0.1, 0.1], [-0.1, -0.1, 0.3], [0.0, 0.0, 0.1], [0.0, 0.0, 0.0], [0.0, 0.0, 0.0], [0.0, 0.0, 0.0]]
}